DFT (wB97M-V/def2-TZVPD) results for a structure of composition C17H29INO2P2Pr at a distorted geometry.

## Properties
max |F|	1.82	eV Å⁻¹
gap between HOMO and LUMO (alpha / beta)	6.073 / 6.088	eV
calculated total energy	-2367.81779	hartree

```
! RIJCOSX wB97M-V def2-TZVPD def2/J DEFGRID3
* xyz 0 3
C -0.817 -2.568 2.472
C -0.182 -1.912 1.381
N 0.299 -0.616 1.546
C 0.252 -0.072 2.781
C -0.279 -0.733 3.888
C -0.830 -2.005 3.728
C -0.046 -2.599 0.155
P 1.019 -2.187 -1.207
Pr 1.195 0.637 -0.619
P 0.413 2.454 1.556
C 0.831 1.327 2.972
C 0.235 0.651 -2.994
C 1.698 0.652 -3.234
C 2.445 1.806 -3.039
C 1.815 3.040 -2.768
C 0.421 3.099 -2.550
C -0.370 1.966 -2.637
O -3.830 -3.876 -0.659
O -4.348 0.296 0.261
H -1.265 -3.543 2.267
H -0.269 -0.221 4.847
H -1.260 -2.531 4.579
C 2.461 -3.310 -1.028
C 0.114 -2.949 -2.616
H 0.440 1.787 3.892
H 1.932 1.266 3.047
H -4.619 -4.309 -0.949
H -0.675 -3.486 0.044
C 1.152 4.006 2.169
C -1.367 2.719 1.895
H 2.164 -0.298 -3.507
H 3.538 1.778 -3.117
H 2.402 3.957 -2.778
H -0.020 4.075 -2.326
H -1.458 2.008 -2.506
H 0.009 -0.099 -2.167
H -4.402 0.135 -0.696
H -5.104 0.829 0.453
H -4.146 -3.038 -0.281
H -0.354 -0.048 -3.566
H 2.207 -4.287 -1.460
H 3.329 -2.889 -1.548
H 2.696 -3.415 0.038
H 0.674 -3.826 -2.970
H -0.888 -3.253 -2.280
H 0.024 -2.225 -3.438
H -1.530 3.081 2.920
H -1.725 3.473 1.182
H -1.935 1.792 1.734
H 0.677 4.340 3.102
H 2.228 3.857 2.331
H 1.014 4.773 1.396
I 4.029 0.493 0.303
*
```

Results of the Löwdin charge analysis, in e, for atoms 1 through 6: number 1, C, carries -0.052; number 2, C, carries -0.356; number 3, N, carries -0.010; number 4, C, carries -0.359; number 5, C, carries -0.075; number 6, C, carries -0.081

***

DFT (wB97M-V/def2-TZVPD) results for a structure of composition C17H29LuN7O7Se at a distorted geometry.

## Properties
max |F|	1.60	eV Å⁻¹
energy above the lowest of the compared OMol25 structures with the same formula, charge and spin	1.2774	eV
gap between HOMO and LUMO	7.754	eV
calculated total energy	-5212.14971	hartree

```
! RIJCOSX wB97M-V def2-TZVPD def2/J DEFGRID3
* xyz 1 1
Lu 0.067 -0.039 0.435
O -0.749 -2.266 -0.739
C -2.135 -2.456 -1.010
C -2.731 -1.228 -1.702
N -2.385 -0.031 -0.932
C -2.082 1.088 -1.830
C -0.585 1.018 -2.258
O -0.159 1.823 -3.063
O 0.107 0.115 -1.666
C -3.371 0.349 0.072
C -2.644 1.195 1.134
O -3.264 1.512 2.160
O -1.439 1.485 0.912
H -0.312 -2.128 -1.599
H -2.614 -2.617 -0.042
H -2.278 -3.351 -1.627
H -3.815 -1.348 -1.835
H -2.273 -1.132 -2.692
H -2.212 2.035 -1.299
H -2.737 1.113 -2.713
H -3.788 -0.529 0.574
H -4.214 0.926 -0.339
N 1.948 -0.092 2.346
C 2.478 1.220 2.766
C 3.367 1.799 1.658
C 2.971 3.211 1.226
C 1.538 3.309 0.703
N 1.211 2.183 -0.198
H 1.456 -0.495 3.144
H 2.744 -0.710 2.175
H 3.046 1.138 3.702
H 1.619 1.869 2.954
H 3.297 1.139 0.789
H 4.409 1.817 1.982
H 3.657 3.532 0.440
H 3.084 3.901 2.063
H 1.431 4.271 0.185
H 0.817 3.290 1.524
H 1.993 2.054 -0.850
H 0.452 2.508 -0.800
Se -1.850 1.064 4.061
N -2.709 -0.354 4.493
C -2.246 -1.387 3.765
C -2.710 -2.704 3.738
C -2.055 -3.583 2.897
C -1.007 -3.142 2.087
N -0.561 -1.888 2.049
C -1.153 -1.042 2.907
N -0.744 0.237 3.002
H -3.546 -2.997 4.352
H -2.368 -4.612 2.831
H -0.519 -3.829 1.412
N 5.282 -2.517 -1.307
C 4.520 -1.344 -0.904
C 3.052 -1.766 -0.770
O 2.803 -2.926 -1.312
O 2.204 -1.091 -0.214
H 6.058 -2.290 -1.916
H 3.680 -3.268 -1.657
H 5.657 -3.019 -0.509
H 4.553 -0.593 -1.698
H 4.856 -0.863 0.023
*
```

Results of the Löwdin charge analysis, in e, for atoms 1 through 6: number 1, Lu, carries 1.830; number 2, O, carries -0.159; number 3, C, carries -0.196; number 4, C, carries -0.142; number 5, N, carries -0.215; number 6, C, carries -0.080

***

DFT (wB97M-V/def2-TZVPD) results for a structure of composition C17H29LuN7O7Se at a distorted geometry.

## Properties
max |F|	1.36	eV Å⁻¹
energy above the lowest of the compared OMol25 structures with the same formula, charge and spin	0.9529	eV
gap between HOMO and LUMO	7.656	eV
calculated total energy	-5212.16164	hartree

```
! RIJCOSX wB97M-V def2-TZVPD def2/J DEFGRID3
* xyz 1 1
Lu -0.272 0.050 -0.006
O -0.144 -1.201 2.314
C -1.111 -0.908 3.324
C -2.518 -0.977 2.752
N -2.604 -0.151 1.545
C -3.443 -0.799 0.527
C -2.606 -1.789 -0.303
O -3.149 -2.461 -1.157
O -1.336 -1.773 -0.045
C -3.024 1.219 1.779
C -2.519 2.071 0.616
O -2.690 3.291 0.682
O -1.929 1.457 -0.338
H -0.327 -2.090 1.986
H -0.888 0.100 3.678
H -1.004 -1.600 4.161
H -3.253 -0.686 3.510
H -2.723 -2.011 2.468
H -3.819 -0.053 -0.170
H -4.309 -1.310 0.957
H -2.587 1.615 2.698
H -4.112 1.331 1.860
N 1.946 0.937 -1.202
C 1.791 1.424 -2.590
C 1.555 0.245 -3.539
C 0.296 0.388 -4.391
C -0.979 0.543 -3.566
N -1.017 -0.403 -2.425
H 2.211 1.727 -0.624
H 2.735 0.301 -1.177
H 2.664 1.996 -2.909
H 0.938 2.104 -2.594
H 1.468 -0.661 -2.934
H 2.413 0.113 -4.200
H 0.205 -0.496 -5.027
H 0.387 1.252 -5.053
H -1.834 0.387 -4.227
H -1.066 1.551 -3.158
H -0.727 -1.322 -2.749
H -1.997 -0.540 -2.194
Se -0.266 4.360 0.070
N 0.092 4.730 1.707
C 0.551 3.603 2.280
C 0.946 3.420 3.611
C 1.427 2.176 3.962
C 1.477 1.136 3.024
N 1.089 1.253 1.761
C 0.663 2.481 1.395
N 0.311 2.715 0.123
H 0.874 4.236 4.318
H 1.752 1.981 4.974
H 1.826 0.154 3.317
N 3.712 -4.367 -1.068
C 2.752 -3.368 -1.525
C 2.099 -2.688 -0.318
O 2.274 -3.308 0.817
O 1.438 -1.673 -0.407
H 3.751 -5.176 -1.672
H 2.861 -4.078 0.603
H 4.649 -3.990 -1.001
H 1.941 -3.863 -2.062
H 3.162 -2.604 -2.188
*
```

Results of the Löwdin charge analysis, in e, for atoms 1 through 6: number 1, Lu, carries 1.822; number 2, O, carries -0.159; number 3, C, carries -0.193; number 4, C, carries -0.145; number 5, N, carries -0.210; number 6, C, carries -0.082

***

DFT (wB97M-V/def2-TZVPD) results for the ion C17H29N2O2 with charge +1.

## Properties
SMILES string	O[C@@H](CNCCC[NH+]1CCCCC1)COc1ccccc1
max |F|	0.76	eV Å⁻¹
energy above the lowest of the compared OMol25 structures with the same formula, charge and spin	0.0000	eV
gap between HOMO and LUMO	8.830	eV
calculated total energy	-924.95445	hartree

```
! RIJCOSX wB97M-V def2-TZVPD def2/J DEFGRID3
* xyz 1 1
O 0.346 -0.813 -0.523
C 0.816 0.331 -1.202
C -0.273 1.408 -1.146
N -0.895 1.434 0.175
C -1.739 2.605 0.428
C -3.167 2.353 -0.066
C -3.796 1.170 0.667
N -3.040 -0.077 0.395
C -3.084 -1.033 1.520
C -2.178 -2.223 1.233
C -2.626 -2.929 -0.041
C -2.607 -1.924 -1.187
C -3.493 -0.733 -0.849
C 2.141 0.800 -0.581
O 2.970 -0.335 -0.570
C 4.277 -0.205 -0.151
C 5.043 -1.366 -0.214
C 6.364 -1.344 0.186
C 6.933 -0.170 0.652
C 6.169 0.980 0.715
C 4.841 0.972 0.317
H 1.110 -1.397 -0.416
H 1.016 0.081 -2.255
H -1.044 1.179 -1.886
H 0.174 2.376 -1.410
H -0.166 1.367 0.878
H -1.764 2.788 1.504
H -1.336 3.503 -0.056
H -3.768 3.242 0.123
H -3.165 2.183 -1.142
H -3.769 1.364 1.741
H -4.839 1.037 0.373
H -2.011 0.279 0.277
H -2.756 -0.520 2.426
H -4.117 -1.364 1.660
H -2.209 -2.905 2.082
H -1.152 -1.875 1.107
H -1.957 -3.759 -0.262
H -3.631 -3.335 0.088
H -2.967 -2.382 -2.107
H -1.583 -1.585 -1.346
H -3.476 -0.003 -1.659
H -4.526 -1.064 -0.703
H 2.572 1.606 -1.188
H 1.986 1.168 0.445
H 4.585 -2.271 -0.583
H 6.951 -2.248 0.132
H 7.965 -0.152 0.963
H 6.603 1.901 1.076
H 4.269 1.885 0.375
*
```

Results of the Löwdin charge analysis, in e, for atoms 1 through 6: number 1, O, carries -0.039; number 2, C, carries -0.326; number 3, C, carries -0.132; number 4, N, carries -0.078; number 5, C, carries -0.179; number 6, C, carries -0.142

***

DFT (wB97M-V/def2-TZVPD) results for a structure of composition C17H29N2O5P2Pr at a distorted geometry.

## Properties
max |F|	6.82	eV Å⁻¹
energy above the lowest of the compared OMol25 structures with the same formula, charge and spin	7.3097	eV
gap between HOMO and LUMO (alpha / beta)	6.065 / 6.541	eV
calculated total energy	-2350.13275	hartree

```
! RIJCOSX wB97M-V def2-TZVPD def2/J DEFGRID3
* xyz 0 3
C -0.849 3.970 -1.467
C -0.866 2.626 -1.141
N -0.016 2.172 -0.204
C 0.867 2.959 0.438
C 0.933 4.304 0.118
C 0.064 4.828 -0.845
C -1.777 1.634 -1.838
P -2.130 0.109 -0.830
Pr -0.004 -0.003 0.214
P 2.073 0.521 1.291
C 1.703 2.338 1.544
C 0.036 -2.129 0.544
C -0.978 -2.694 1.264
C -1.003 -4.094 1.436
C 0.010 -4.889 0.880
C 1.039 -4.269 0.160
C 1.041 -2.869 -0.010
O -0.713 0.218 -4.474
O 0.488 -1.804 -3.096
H -1.545 4.349 -2.225
H 1.655 4.947 0.634
H 0.097 5.891 -1.105
C -3.499 0.494 0.256
C -2.662 -1.167 -1.950
H 2.635 2.902 1.702
H 1.117 2.371 2.481
H -1.284 1.241 -2.763
H -2.719 2.117 -2.148
C 2.410 -0.158 2.903
C 3.570 0.415 0.318
H -1.774 -2.102 1.735
H -1.810 -4.559 2.010
H -0.002 -5.978 1.011
H 1.843 -4.871 -0.277
H 1.858 -2.421 -0.591
H 0.627 -1.208 -2.308
H 0.214 -2.644 -2.694
H -0.352 -0.622 -4.090
H 0.089 0.705 -4.716
H 0.830 -0.224 -1.293
H -4.393 0.718 -0.343
H -3.700 -0.372 0.911
H -3.250 1.353 0.901
H -3.542 -0.828 -2.511
H -1.843 -1.422 -2.643
H -2.910 -2.063 -1.360
H 4.402 0.869 0.873
H 3.790 -0.644 0.117
H 3.429 0.924 -0.646
H 3.293 0.320 3.337
H 1.561 -0.026 3.569
H 2.585 -1.241 2.796
O -0.310 -1.093 4.149
N -0.047 -0.002 3.617
O -0.292 1.099 4.153
O 0.012 0.001 2.210
*
```

Results of the Löwdin charge analysis, in e, for atoms 1 through 6: number 1, C, carries -0.009; number 2, C, carries -0.273; number 3, N, carries -0.045; number 4, C, carries -0.262; number 5, C, carries -0.008; number 6, C, carries -0.022

***

DFT (wB97M-V/def2-TZVPD) results for a structure of composition C17H29N2OsS2 at a distorted geometry.

## Properties
max |F|	4.75	eV Å⁻¹
energy above the lowest of the compared OMol25 structures with the same formula, charge and spin	2.4211	eV
gap between HOMO and LUMO (alpha / beta)	7.094 / 7.235	eV
calculated total energy	-1661.42360	hartree

```
! RIJCOSX wB97M-V def2-TZVPD def2/J DEFGRID3
* xyz 1 1
Os 0.701 0.127 0.021
C -1.579 2.003 1.485
C -1.406 0.901 2.543
N -0.228 0.081 2.239
C -0.331 -1.322 2.648
C -1.362 -2.119 1.844
S -1.413 -1.724 0.054
C -2.846 -0.571 -0.019
C -2.546 0.847 -0.507
N -1.390 1.505 0.114
H -0.817 2.770 1.654
H -2.568 2.466 1.609
H -2.291 0.266 2.573
H -1.327 1.383 3.525
H 0.580 0.481 2.715
H -0.583 -1.422 3.717
H 0.656 -1.767 2.492
H -2.374 -1.992 2.224
H -1.114 -3.180 1.896
H -3.317 -0.576 0.961
H -3.538 -1.030 -0.725
H -3.461 1.437 -0.354
H -2.337 0.800 -1.578
H -1.165 2.304 -0.476
C 0.973 0.746 -4.336
C 1.641 0.727 -2.949
C 3.020 0.036 -3.065
C 1.819 2.169 -2.446
C 0.781 -0.049 -2.011
H 1.586 1.307 -5.036
H -0.006 1.218 -4.287
H 0.850 -0.263 -4.720
H 3.708 0.647 -3.644
H 2.928 -0.927 -3.561
H 3.439 -0.122 -2.077
H 2.608 2.674 -2.995
H 2.071 2.174 -1.376
H 0.897 2.723 -2.590
H 0.510 -1.024 -2.433
S 2.653 -0.280 1.095
C 4.269 -0.170 0.410
C 4.780 1.027 -0.080
C 6.118 1.096 -0.426
C 6.938 -0.012 -0.280
C 6.416 -1.207 0.191
C 5.083 -1.289 0.536
H 4.142 1.894 -0.170
H 6.523 2.029 -0.790
H 7.984 0.056 -0.531
H 7.049 -2.070 0.309
H 4.662 -2.207 0.915
*
```

Results of the Löwdin charge analysis, in e, for atoms 1 through 6: number 1, Os, carries 0.876; number 2, C, carries -0.176; number 3, C, carries -0.175; number 4, N, carries -0.213; number 5, C, carries -0.279; number 6, C, carries -0.410